w.
Entry from the OMol25 dataset: a cluster of 14 separate species, H29O14 in total (ωB97M-V/def2-TZVPD).

XYZ file:
```
43
H29O14 | the OMol25 dataset | ωB97M-V/def2-TZVPD
O 3.83 1.21 2.17
H -1.32 2.29 2.31
H -2.57 3.58 2.05
H 5.10 -0.93 1.68
O 4.59 -1.67 2.01
H 1.36 1.36 -1.74
O 2.03 0.72 -1.38
H -2.95 0.63 1.22
H -2.07 -4.93 0.27
H 1.75 1.03 -0.45
O -0.25 -3.69 -3.05
O -1.23 -4.62 0.64
H 1.88 -1.46 0.73
O 0.41 -0.77 -2.43
H 0.84 -2.07 -0.48
O 0.37 3.92 -2.82
H 4.69 1.15 1.77
H -4.17 0.02 -2.26
H -2.06 3.61 3.48
H -1.17 -3.78 -3.30
H -0.71 -1.83 2.50
H -0.57 1.06 2.82
H 3.70 -1.34 2.14
H 0.07 -1.53 -2.92
H 3.66 0.99 3.05
O -4.10 0.92 -1.91
O -1.95 4.05 2.63
H 0.39 -4.37 -3.26
H -0.31 2.67 0.27
O -3.69 0.42 0.65
O 0.38 2.58 -0.41
O 1.38 -1.41 -0.08
H -4.98 0.98 -1.51
H -0.67 -4.86 -0.11
O 0.12 -2.29 2.36
H 1.26 4.04 -3.17
H -0.09 3.32 -3.39
H -3.28 -0.33 0.19
H 1.55 -0.24 -1.50
H -0.32 -0.21 -2.15
H 0.50 3.50 -0.66
H -0.25 -3.10 1.96
O -1.11 1.37 2.09
```

The calculation puts the gap between HOMO and LUMO at 0.3732 Ha. The highest occupied orbital energy comes out at -0.4832 Eh. As for the total charge: +1.

What are the Löwdin partial charges on each atom? They are as follows, in elementary charge units: number 1, O, carries -0.021; number 2, H, carries -0.016; number 3, H, carries 0.061; number 4, H, carries 0.015; number 5, O, carries -0.038; number 6, H, carries 0.113; number 7, O, carries 0.133; number 8, H, carries -0.016; number 9, H, carries 0.055; number 10, H, carries 0.156; number 11, O, carries -0.039; number 12, O, carries -0.053; number 13, H, carries 0.051; number 14, O, carries -0.014; number 15, H, carries 0.042; number 16, O, carries -0.028; number 17, H, carries 0.031; number 18, H, carries 0.031; number 19, H, carries 0.060; number 20, H, carries 0.054; number 21, H, carries 0.035; number 22, H, carries 0.061; number 23, H, carries 0.006; number 24, H, carries 0.058; number 25, H, carries 0.025; number 26, O, carries -0.077; number 27, O, carries -0.039; number 28, H, carries 0.061; number 29, H, carries 0.041; number 30, O, carries -0.069; number 31, O, carries -0.046; number 32, O, carries -0.038; number 33, H, carries 0.048; number 34, H, carries 0.041; number 35, O, carries -0.058; number 36, H, carries 0.055; number 37, H, carries 0.039; number 38, H, carries 0.037; number 39, H, carries 0.126; number 40, H, carries 0.091; number 41, H, carries 0.056; number 42, H, carries 0.012; number 43, O, carries -0.044

---

x.
Entry from the OMol25 dataset: a structure of composition H29O14 (ωB97M-V/def2-TZVPD).

XYZ file:
```
43
H29O14 | the OMol25 dataset | ωB97M-V/def2-TZVPD
H 2.67 4.41 1.42
O 3.03 0.11 -1.07
H -1.39 2.78 4.23
O -0.93 -0.54 1.06
H 3.19 3.07 0.73
H -1.94 -0.76 3.67
O -1.73 -0.43 -2.26
H -1.25 0.31 -2.85
H 1.81 1.31 1.45
H -3.52 0.77 2.27
O 1.44 0.37 1.28
H -1.41 -1.88 -0.60
H 2.96 1.94 -3.38
H 3.82 -0.57 -0.97
H -1.23 0.29 0.70
O -2.01 -1.55 2.93
O -1.43 1.87 4.07
O 1.23 -1.81 -3.37
H 2.00 -1.74 -3.97
H -1.43 1.74 4.90
H -0.73 -5.35 0.71
O -0.34 1.57 -2.29
O -3.33 0.75 1.31
H -0.45 1.65 -1.31
H -1.39 -1.02 2.08
H 1.70 -1.44 -2.56
O 2.45 1.12 -3.47
H 0.39 1.98 1.22
H 2.69 1.00 -4.41
H -0.62 2.53 -2.51
H -2.00 -0.75 -3.13
O -0.32 2.14 0.45
H -0.25 -2.82 -0.76
H 1.73 0.14 0.37
H 0.26 -4.35 0.11
O 2.43 3.45 1.21
H -3.34 1.65 0.91
O 0.08 -5.17 0.26
H 2.97 0.17 -2.03
O -0.78 -2.60 -0.16
H 0.13 -0.57 1.13
H -0.70 3.06 0.57
H -2.96 -1.63 2.50
```

The calculation puts the gap between HOMO and LUMO at 0.3565 Ha. The highest occupied orbital energy comes out at -0.4693 Eh. As for the total charge: +1.

What are the Löwdin partial charges on each atom? They are as follows, in elementary charge units: number 1, H, carries 0.098; number 2, O, carries -0.098; number 3, H, carries 0.040; number 4, O, carries -0.024; number 5, H, carries 0.057; number 6, H, carries 0.209; number 7, O, carries -0.134; number 8, H, carries 0.069; number 9, H, carries 0.091; number 10, H, carries 0.047; number 11, O, carries -0.083; number 12, H, carries 0.117; number 13, H, carries 0.069; number 14, H, carries 0.136; number 15, H, carries 0.044; number 16, O, carries 0.065; number 17, O, carries 0.061; number 18, O, carries -0.077; number 19, H, carries 0.041; number 20, H, carries -0.064; number 21, H, carries 0.042; number 22, O, carries -0.104; number 23, O, carries -0.061; number 24, H, carries 0.009; number 25, H, carries 0.030; number 26, H, carries 0.034; number 27, O, carries -0.055; number 28, H, carries 0.091; number 29, H, carries 0.078; number 30, H, carries 0.119; number 31, H, carries 0.033; number 32, O, carries -0.132; number 33, H, carries -0.106; number 34, H, carries 0.044; number 35, H, carries -0.104; number 36, O, carries -0.085; number 37, H, carries 0.081; number 38, O, carries 0.031; number 39, H, carries -0.027; number 40, O, carries -0.011; number 41, H, carries 0.132; number 42, H, carries 0.107; number 43, H, carries 0.187

---

The structure with the greatest stability is w.